Record 1
ORCA calculation (wB97M-V/def2-TZVPD) on a molecular structure, C15H31CaNO3P2 at a distorted geometry.

Output
2S+1 ... 1
Total energy ... -2230.63633 Eh
Kohn-Sham gap (alpha / beta) ... 3.9 / 4.1 eV
Relative energy (zero: lowest compared OMol25 entry of this formula, charge and spin) ... 327.09 kJ/mol
Highest occupied orbital energy (alpha / beta) ... -4.0 / -4.2 eV

Last column: Löwdin charge in e.
Atoms and positions in Å:
P  1.1899  -2.0632  1.6248  0.89
P  1.4440  2.6092  2.0653  0.89
C  1.0515  -0.3178  0.9528  -0.31
C  1.9425  0.7190  1.6606  -0.37
H  -0.0139  -0.0390  1.0471  0.03
H  1.3792  -0.3932  -0.1106  0.07
H  2.2111  0.3541  2.6654  0.03
H  2.8762  0.8295  1.0967  0.06
C  -0.2684  3.1757  1.7423  -0.33
H  -1.0767  2.7086  2.3148  0.01
H  -0.5831  3.1814  0.6829  0.03
H  -0.2857  4.2454  2.0511  0.05
C  2.1553  3.4583  0.5940  -0.33
H  1.5187  3.4624  -0.3014  0.03
H  3.1262  3.0003  0.3815  0.02
H  2.3220  4.4941  0.9203  0.03
C  -0.0238  -3.1655  0.8568  -0.19
H  -0.1643  -4.0610  1.4768  0.07
H  0.2680  -3.5174  -0.1387  0.05
H  -1.0082  -2.6816  0.8006  0.05
C  2.7563  -2.8763  1.3565  -0.18
H  3.5996  -2.1706  1.4028  0.07
H  2.7590  -3.3684  0.3698  0.07
H  2.8930  -3.6503  2.1340  0.07
Ca  -1.9763  -0.1320  -0.3584  1.29
C  -0.7071  1.4720  -1.6899  -0.34
C  -2.0543  1.6216  -1.9204  -0.36
C  -2.8458  0.7929  -2.9196  -0.25
C  -2.3035  -0.6411  -3.3296  -0.22
C  -1.5682  -1.4627  -2.2835  -0.37
C  -0.2559  -1.3263  -1.9138  -0.32
C  0.7639  -0.4221  -2.5693  -0.24
C  0.2901  1.0413  -2.7317  -0.21
C  0.7095  -2.0773  3.3485  -0.18
H  -0.2270  1.8324  -0.7765  0.05
H  -2.5794  2.5388  -1.6259  0.09
H  -3.0561  1.3567  -3.8458  0.10
H  -3.8683  0.6524  -2.5156  0.09
H  -3.1814  -1.2479  -3.6370  0.10
H  -1.6795  -0.5314  -4.2316  0.10
H  -2.1038  -2.3600  -1.9582  0.07
H  0.2181  -2.1738  -1.4097  0.04
H  1.0324  -0.8268  -3.5629  0.10
H  1.7186  -0.4865  -2.0154  0.08
H  1.1721  1.7083  -2.6719  0.10
H  -0.1484  1.1580  -3.7362  0.11
H  1.2605  -1.3084  3.9039  0.06
H  0.8827  -3.0713  3.7840  0.07
H  -0.3619  -1.8233  3.3661  0.05
O  -2.7142  1.2268  1.4887  -0.15
N  -2.3005  0.4601  2.4689  -0.52
O  -2.4219  0.7451  3.6478  0.08
O  -1.7624  -0.6493  2.0489  -0.21

Force components x, y, z for each atom (eV/Å):
-1.4611 0.6469 -0.5778
0.5883 -0.5417 -0.2210
0.5851 -0.3874 -0.4808
-0.4034 0.4836 0.6358
0.7869 -0.4215 -0.0509
-0.7688 0.0515 0.6674
-0.0105 0.2550 -0.2373
-0.1132 0.0632 0.2075
-1.0516 0.1562 -0.2931
0.3710 -0.0119 0.0237
0.2489 -0.1999 0.4054
0.3258 -0.5936 -0.0373
0.3173 0.0449 0.1531
0.1525 -0.1627 0.2420
-0.0573 0.2652 -0.1473
0.0365 -0.1845 -0.2635
-0.4128 -0.3537 -0.0572
0.2292 0.2284 0.1202
-0.0050 0.2938 0.2606
0.3459 -0.0295 -0.0238
0.8626 -0.1413 0.0197
-0.2673 -0.2363 0.0451
-0.0428 0.3025 0.3543
-0.0600 0.3545 -0.3504
-0.3003 -0.0165 0.8807
1.9085 0.0313 -0.1113
-1.6452 0.9092 -0.4354
-0.2113 -0.3422 -0.4703
-0.2451 0.1954 -0.0996
-2.2903 -0.7856 -1.0610
2.1934 0.0866 0.9184
-0.0186 -0.2728 -0.4540
0.2923 -0.3624 -0.0647
0.1465 0.2072 0.3275
-0.2381 0.5341 -0.0676
-0.0444 -0.2311 0.2844
0.1780 -0.1312 -0.0240
0.1667 -0.0751 0.0574
0.3954 0.4502 0.0100
-0.0725 0.0324 0.1889
0.1790 -0.0923 -0.1922
-0.1642 0.0733 -0.3016
0.0426 0.1127 0.0202
-0.2122 0.1625 0.0210
-0.2310 -0.1689 -0.2440
0.1586 0.0844 0.3203
-0.1155 -0.2567 0.0047
-0.0244 0.3174 -0.1055
0.3266 -0.0489 0.0298
0.5258 -1.0788 2.3471
-0.8448 0.5295 -1.7080
0.3887 -0.4399 -1.5141
-0.4404 0.6944 1.0486

=====

Record 2
ORCA calculation (wB97M-V/def2-TZVPD) on C12H19NO2Si in the gas phase at a distorted geometry.

Output
2S+1 ... 1
Total energy ... -963.41650 Eh
Kohn-Sham gap ... 8.6 eV
Relative energy (zero: lowest compared OMol25 entry of this formula, charge and spin) ... 89.75 kJ/mol
Highest occupied orbital energy ... -8.0 eV
Structure (SMILES) ... CCOC(=O)c1ccc(N[Si](C)(C)C)cc1

Last column: Löwdin charge in e.
Atoms and positions in Å:
C  1.2690  -5.4603  -1.1762  -0.07
C  1.7232  -4.8556  0.0954  -0.26
O  1.3195  -3.5214  0.1954  -0.01
C  0.0578  -3.3554  0.6916  -0.41
O  -0.5465  -4.2204  1.2827  0.10
C  -0.5080  -1.9808  0.6253  -0.15
C  -1.5540  -1.5380  1.3201  -0.06
C  -1.9258  -0.2267  1.3382  0.00
C  -1.2489  0.6807  0.4446  -0.32
N  -1.4654  2.0350  0.5366  -0.04
Si  -0.3653  3.3341  -0.1085  0.56
C  1.5220  3.0482  0.2740  -0.15
C  -0.5101  3.4275  -1.9932  -0.18
C  -0.9158  4.9772  0.7384  -0.18
C  -0.2405  0.2091  -0.3364  -0.07
C  0.0956  -1.0918  -0.2857  0.00
H  1.5547  -4.8516  -1.9405  0.05
H  0.2035  -5.4764  -1.2268  0.08
H  1.7697  -6.4372  -1.2994  0.10
H  2.8268  -4.8735  0.0090  0.13
H  1.3335  -5.3802  0.9779  0.12
H  -1.8206  -2.1835  2.1501  0.13
H  -2.5850  0.2375  2.0758  0.11
H  -2.3357  2.4465  0.9584  0.11
H  1.9744  3.5774  -0.5403  0.01
H  1.8863  2.0439  0.2108  0.01
H  1.6862  3.5800  1.1951  0.01
H  -0.7468  4.4390  -2.2116  0.00
H  0.5669  3.2694  -2.2698  0.03
H  -1.1737  2.7639  -2.5612  0.04
H  -0.7014  5.8636  0.0854  0.04
H  -2.0198  5.0076  0.8963  0.03
H  -0.4062  5.1470  1.6834  0.01
H  0.3457  0.8018  -0.9868  0.09
H  0.9347  -1.4365  -0.8483  0.12

Force components x, y, z for each atom (eV/Å):
-0.4252 -1.8413 1.1674
1.1908 -1.0048 0.6475
-1.1933 1.4818 -0.0915
-0.6236 0.2579 1.4434
0.2665 -0.4357 -0.4030
3.2656 -0.3358 -3.9230
-1.2084 -0.3170 3.4089
0.4800 2.0440 -1.3343
-1.9065 0.2358 2.5130
-0.3420 2.6898 -0.0319
-0.3360 -0.8614 0.4797
-2.2322 0.6087 -0.4737
1.3348 -0.7720 0.5445
-0.4460 0.0244 -1.0511
0.3045 -0.1619 -0.9125
0.4334 -1.7699 0.9713
1.0988 1.6818 -2.3482
-0.8789 -0.6652 0.0322
-0.6543 0.2423 -0.0366
-0.4487 0.3064 0.8117
0.5130 -0.1147 -0.2582
-0.8155 -0.1201 -0.1921
-0.0187 -0.5347 -0.2686
1.2676 -1.3315 -0.4215
0.5782 0.5827 -0.3708
0.0905 -0.5615 0.4613
0.5758 -0.1720 0.4780
-0.2533 1.0169 -0.5245
-1.0214 0.0535 -0.3737
0.2466 0.0647 0.4148
-0.0223 -0.7909 0.4311
0.7198 -0.1201 0.0210
-0.0558 -0.0924 0.1363
0.1790 0.9253 -0.5586
0.3370 -0.2131 -0.3882

=====

Record 3
ORCA calculation (wB97M-V/def2-TZVPD) on 2 unconnected molecules or ions with the total composition C2H5FO at a distorted geometry.

Output
2S+1 ... 1
Total energy ... -254.13093 Eh
Kohn-Sham gap (alpha / beta) ... 9.5 / 7.1 eV
Relative energy (zero: lowest compared OMol25 entry of this formula, charge and spin) ... 420.23 kJ/mol
Highest occupied orbital energy (alpha / beta) ... -8.9 / -7.2 eV

Last column: Löwdin charge in e.
Atoms and positions in Å:
C  -0.2449  0.5859  -0.7474  -0.09
C  0.3215  -0.1245  0.3982  -0.46
O  1.1337  -1.1257  0.1026  0.12
F  0.2603  0.4310  1.6682  0.02
H  0.5062  1.0136  -1.3514  0.06
H  -0.8116  -0.0505  -1.2742  0.01
H  -0.9295  1.4972  -0.3545  0.15
H  -1.8324  -0.8486  0.6806  0.07
H  1.5965  -1.3782  0.8779  0.11

Force components x, y, z for each atom (eV/Å):
-0.3262 4.8747 3.1967
-3.8875 -0.5637 1.3169
0.0776 1.0511 -0.1591
1.4909 -0.7902 -1.8712
1.1702 0.5943 -0.9529
-2.0038 -2.1291 -2.0174
1.5317 -2.3177 -0.8860
1.1112 0.0910 0.0099
0.8357 -0.8104 1.3631

=====

What did the second record say?
ORCA calculation (wB97M-V/def2-TZVPD) on C12H19NO2Si in the gas phase at a distorted geometry.

Output
2S+1 ... 1
Total energy ... -963.41650 Eh
Kohn-Sham gap ... 8.6 eV
Relative energy (zero: lowest compared OMol25 entry of this formula, charge and spin) ... 89.75 kJ/mol
Highest occupied orbital energy ... -8.0 eV
Structure (SMILES) ... CCOC(=O)c1ccc(N[Si](C)(C)C)cc1

Last column: Löwdin charge in e.
Atoms and positions in Å:
C  1.2690  -5.4603  -1.1762  -0.07
C  1.7232  -4.8556  0.0954  -0.26
O  1.3195  -3.5214  0.1954  -0.01
C  0.0578  -3.3554  0.6916  -0.41
O  -0.5465  -4.2204  1.2827  0.10
C  -0.5080  -1.9808  0.6253  -0.15
C  -1.5540  -1.5380  1.3201  -0.06
C  -1.9258  -0.2267  1.3382  0.00
C  -1.2489  0.6807  0.4446  -0.32
N  -1.4654  2.0350  0.5366  -0.04
Si  -0.3653  3.3341  -0.1085  0.56
C  1.5220  3.0482  0.2740  -0.15
C  -0.5101  3.4275  -1.9932  -0.18
C  -0.9158  4.9772  0.7384  -0.18
C  -0.2405  0.2091  -0.3364  -0.07
C  0.0956  -1.0918  -0.2857  0.00
H  1.5547  -4.8516  -1.9405  0.05
H  0.2035  -5.4764  -1.2268  0.08
H  1.7697  -6.4372  -1.2994  0.10
H  2.8268  -4.8735  0.0090  0.13
H  1.3335  -5.3802  0.9779  0.12
H  -1.8206  -2.1835  2.1501  0.13
H  -2.5850  0.2375  2.0758  0.11
H  -2.3357  2.4465  0.9584  0.11
H  1.9744  3.5774  -0.5403  0.01
H  1.8863  2.0439  0.2108  0.01
H  1.6862  3.5800  1.1951  0.01
H  -0.7468  4.4390  -2.2116  0.00
H  0.5669  3.2694  -2.2698  0.03
H  -1.1737  2.7639  -2.5612  0.04
H  -0.7014  5.8636  0.0854  0.04
H  -2.0198  5.0076  0.8963  0.03
H  -0.4062  5.1470  1.6834  0.01
H  0.3457  0.8018  -0.9868  0.09
H  0.9347  -1.4365  -0.8483  0.12

Force components x, y, z for each atom (eV/Å):
-0.4252 -1.8413 1.1674
1.1908 -1.0048 0.6475
-1.1933 1.4818 -0.0915
-0.6236 0.2579 1.4434
0.2665 -0.4357 -0.4030
3.2656 -0.3358 -3.9230
-1.2084 -0.3170 3.4089
0.4800 2.0440 -1.3343
-1.9065 0.2358 2.5130
-0.3420 2.6898 -0.0319
-0.3360 -0.8614 0.4797
-2.2322 0.6087 -0.4737
1.3348 -0.7720 0.5445
-0.4460 0.0244 -1.0511
0.3045 -0.1619 -0.9125
0.4334 -1.7699 0.9713
1.0988 1.6818 -2.3482
-0.8789 -0.6652 0.0322
-0.6543 0.2423 -0.0366
-0.4487 0.3064 0.8117
0.5130 -0.1147 -0.2582
-0.8155 -0.1201 -0.1921
-0.0187 -0.5347 -0.2686
1.2676 -1.3315 -0.4215
0.5782 0.5827 -0.3708
0.0905 -0.5615 0.4613
0.5758 -0.1720 0.4780
-0.2533 1.0169 -0.5245
-1.0214 0.0535 -0.3737
0.2466 0.0647 0.4148
-0.0223 -0.7909 0.4311
0.7198 -0.1201 0.0210
-0.0558 -0.0924 0.1363
0.1790 0.9253 -0.5586
0.3370 -0.2131 -0.3882

=====

Q: relative energy (zero: lowest compared OMol25 entry of this formula, charge and spin) of number 3 (C2H5FO)?
A: 420.23 kJ/mol

=====

Q: Which value of total energy does entry 3 give?
A: -254.13093 Eh